[1]
# C31H54N3OP2Sn

A molecular structure, C31H54N3OP2Sn in a non-equilibrium geometry (wB97M-V/def2-TZVPD, the Open Molecules 2025 dataset).

Last column: Mulliken charge in e.
Atoms and positions in Å:
1 C 3.106 -0.527 0.905  0.216
2 C 2.645 0.491 -1.184  0.442
3 C 4.475 -0.415 0.700  -0.876
4 C 4.038 0.722 -1.360  -1.399
5 C 4.939 0.276 -0.417  -0.731
6 H 5.137 -0.867 1.439  0.498
7 H 4.350 1.216 -2.277  0.497
8 H 6.009 0.439 -0.539  0.402
9 N 2.236 0.052 0.062  0.789
10 P 0.915 -0.765 2.680  0.282
11 P 0.051 0.403 -2.612  -0.734
12 C 2.575 -1.302 2.111  -1.286
13 H 2.541 -2.379 1.872  0.703
14 H 3.287 -1.207 2.946  0.398
15 C 1.764 0.630 -2.284  -0.639
16 H 2.259 1.171 -3.113  0.495
17 C 0.217 -0.561 -4.310  1.988
18 C -0.803 2.114 -2.954  2.437
19 C -0.137 -2.244 3.207  2.539
20 C 1.350 0.492 3.997  1.909
21 C -0.978 -1.522 -4.302  -1.384
22 H -1.937 -0.991 -4.382  0.263
23 H -0.901 -2.217 -5.154  0.577
24 H -0.986 -2.107 -3.373  -0.013
25 C 0.220 0.294 -5.582  -1.981
26 H -0.712 0.849 -5.742  0.368
27 H 1.074 0.984 -5.614  0.353
28 H 0.331 -0.387 -6.441  0.513
29 C 1.530 -1.354 -4.277  -1.663
30 H 1.535 -2.093 -5.095  0.618
31 H 2.407 -0.706 -4.406  0.393
32 H 1.639 -1.893 -3.325  0.064
33 C -2.188 1.796 -3.543  -1.723
34 H -2.767 1.159 -2.859  0.288
35 H -2.743 2.734 -3.681  0.509
36 H -2.144 1.296 -4.517  0.280
37 C -0.998 2.849 -1.619  -1.945
38 H -1.489 2.227 -0.856  0.033
39 H -0.051 3.229 -1.219  0.266
40 H -1.649 3.725 -1.789  0.609
41 C 0.039 3.016 -3.855  -1.924
42 H 0.162 2.631 -4.869  0.312
43 H -0.475 3.986 -3.940  0.561
44 H 1.030 3.201 -3.423  0.284
45 C 0.033 1.178 4.403  -1.448
46 H 0.270 1.947 5.153  0.521
47 H -0.470 1.658 3.550  0.179
48 H -0.669 0.465 4.861  0.199
49 C 2.331 1.517 3.395  -1.638
50 H 3.295 1.057 3.135  0.289
51 H 1.921 2.029 2.513  0.109
52 H 2.530 2.279 4.163  0.633
53 C 2.035 -0.153 5.213  -1.561
54 H 2.421 0.661 5.844  0.524
55 H 1.344 -0.738 5.828  0.374
56 H 2.888 -0.787 4.935  0.227
57 C 0.425 -3.523 2.563  -1.927
58 H 1.401 -3.798 2.990  0.368
59 H -0.268 -4.356 2.768  0.684
60 H 0.524 -3.420 1.473  -0.098
61 C -1.576 -1.999 2.698  -1.659
62 H -1.623 -1.956 1.599  0.231
63 H -2.210 -2.835 3.032  0.549
64 H -2.000 -1.065 3.094  0.307
65 C -0.157 -2.433 4.729  -1.937
66 H 0.847 -2.644 5.121  0.398
67 H -0.595 -1.573 5.253  0.319
68 H -0.788 -3.309 4.946  0.544
69 Sn 0.051 0.183 0.463  0.964
70 C 0.265 2.943 1.366  0.096
71 O -0.296 3.939 1.418  -0.232
72 N 0.243 -1.840 -0.682  0.091
73 C 0.529 -2.612 -1.532  -0.422
74 C 0.464 -4.132 -1.900  2.455
75 C 1.333 -4.478 -3.100  -1.893
76 C 0.972 -4.947 -0.714  -1.772
77 C -0.983 -4.523 -2.195  -1.670
78 H 0.967 -4.011 -4.022  0.274
79 H 2.376 -4.184 -2.927  0.421
80 H 1.315 -5.567 -3.260  0.513
81 H 0.270 -4.905 0.128  0.363
82 H 1.075 -6.006 -0.991  0.512
83 H 1.961 -4.593 -0.395  0.387
84 H -1.064 -5.611 -2.330  0.461
85 H -1.641 -4.241 -1.362  0.291
86 H -1.348 -4.056 -3.115  0.455
87 C -3.955 3.524 1.754  -1.211
88 C -2.961 2.493 1.605  0.578
89 N -2.224 1.599 1.514  -0.428
90 H -4.313 3.549 2.792  0.358
91 H -4.803 3.324 1.085  0.322
92 H -3.525 4.503 1.501  0.310

The value obtained for the HOMO-LUMO gap is 6.27 eV. The value obtained for the molecular weight is 665.45 g/mol. The net charge is +1. The lowest unoccupied orbital energy is -2.4 eV.


[2]
# C31H54O27

9 unconnected molecules or ions with the total composition C31H54O27 in a non-equilibrium geometry (wB97M-V/def2-TZVPD, the Open Molecules 2025 dataset).

Last column: Mulliken charge in e.
Atoms and positions in Å:
1 C -12.677 -10.067 3.094  -1.568
2 C -13.776 -9.384 3.758  0.543
3 C -15.071 -10.163 3.759  0.001
4 O -15.401 -10.193 5.137  0.364
5 C -14.473 -9.586 5.837  0.229
6 O -14.475 -9.657 7.052  -0.625
7 O -13.552 -9.044 5.105  -0.345
8 H -11.788 -9.414 3.238  0.415
9 H -12.802 -10.067 1.974  0.394
10 H -12.409 -11.050 3.478  0.266
11 H -13.963 -8.446 3.261  0.294
12 H -14.818 -11.171 3.279  -0.131
13 H -15.768 -9.682 3.066  0.249
14 C -10.223 -17.524 6.731  -1.132
15 C -9.462 -18.286 5.582  0.101
16 C -10.307 -19.371 4.870  -0.604
17 O -10.408 -18.871 3.523  -0.336
18 C -9.964 -17.600 3.452  0.683
19 O -10.189 -16.838 2.513  -0.438
20 O -9.272 -17.269 4.607  -0.384
21 H -11.253 -17.766 6.762  0.469
22 H -10.091 -16.396 6.790  -0.063
23 H -9.751 -17.830 7.618  0.543
24 H -8.560 -18.770 5.850  0.579
25 H -11.313 -19.384 5.238  0.286
26 H -9.941 -20.382 5.004  0.382
27 C -18.267 -13.563 0.669  -1.309
28 C -17.087 -12.981 1.471  0.409
29 C -17.259 -12.955 3.013  0.941
30 O -16.662 -14.118 3.474  -0.306
31 C -15.841 -14.630 2.408  0.581
32 O -15.169 -15.679 2.441  -0.633
33 O -15.995 -13.965 1.293  -0.308
34 H -18.093 -13.784 -0.420  0.367
35 H -18.986 -12.724 0.619  0.232
36 H -18.611 -14.495 1.141  0.316
37 H -16.816 -11.998 1.059  0.397
38 H -18.268 -12.896 3.335  0.516
39 H -16.844 -12.110 3.436  -1.281
40 C -13.249 -14.644 9.459  -1.106
41 C -11.860 -14.760 8.920  2.142
42 C -10.759 -13.876 9.581  0.057
43 O -9.788 -14.831 10.132  -0.383
44 C -10.123 -16.072 9.701  0.584
45 O -9.487 -17.145 10.038  -0.663
46 O -11.279 -16.062 9.089  -0.424
47 H -13.753 -13.711 9.232  -0.179
48 H -13.084 -14.595 10.546  0.515
49 H -13.863 -15.550 9.138  0.254
50 H -11.866 -14.562 7.817  -1.014
51 H -11.111 -13.200 10.386  0.044
52 H -10.267 -13.196 8.872  0.195
53 C -15.907 -13.145 6.824  0.096
54 O -15.046 -14.176 6.762  -0.466
55 C -14.057 -14.138 5.868  0.895
56 O -13.724 -13.010 5.072  -0.147
57 O -13.465 -15.251 5.898  -0.450
58 C -12.779 -15.667 4.739  0.277
59 H -16.306 -12.859 5.886  -0.418
60 H -15.435 -12.356 7.368  0.058
61 H -16.774 -13.362 7.403  0.431
62 H -12.490 -16.736 4.827  -0.047
63 H -12.004 -15.003 4.437  0.029
64 H -13.425 -15.576 3.869  -0.123
65 C -10.684 -17.549 -2.512  -0.706
66 O -11.051 -16.970 -1.188  -0.247
67 C -11.899 -17.771 -0.466  0.641
68 O -12.528 -18.967 -0.935  -0.648
69 O -12.209 -17.264 0.669  -0.084
70 C -13.086 -17.972 1.486  -0.625
71 H -9.595 -17.409 -2.642  0.269
72 H -11.197 -17.141 -3.450  0.253
73 H -10.856 -18.589 -2.586  0.353
74 H -12.740 -18.996 1.427  0.405
75 H -14.063 -17.922 1.186  0.472
76 H -12.939 -17.726 2.570  -0.106
77 C -12.040 -10.779 14.485  -0.648
78 O -12.137 -11.422 13.247  -0.234
79 C -13.091 -10.971 12.276  0.558
80 O -14.025 -10.049 12.660  -0.624
81 O -13.087 -11.464 10.969  -0.094
82 C -14.175 -11.136 10.091  -0.664
83 H -11.311 -9.917 14.413  0.272
84 H -11.490 -11.522 15.058  0.247
85 H -12.967 -10.578 15.014  0.306
86 H -14.407 -10.146 10.318  0.617
87 H -15.005 -11.710 10.293  0.454
88 H -13.892 -11.280 9.068  -0.203
89 C -19.750 -9.469 1.643  -0.650
90 O -18.855 -9.284 2.659  -0.280
91 C -18.982 -10.094 3.720  0.868
92 O -19.939 -11.102 3.809  -0.661
93 O -18.115 -9.785 4.668  -0.191
94 C -18.244 -10.178 6.022  -0.859
95 H -20.725 -9.710 2.005  0.373
96 H -19.431 -10.278 0.959  0.131
97 H -19.740 -8.610 0.983  0.288
98 H -19.223 -9.715 6.405  0.350
99 H -17.465 -9.746 6.662  0.274
100 H -18.358 -11.188 6.274  0.358
101 C -9.795 -14.028 3.519  -0.629
102 O -10.616 -12.899 3.955  -0.261
103 C -10.764 -12.749 5.354  0.576
104 O -10.301 -13.721 6.264  -0.625
105 O -11.199 -11.522 5.712  -0.120
106 C -11.099 -11.042 7.011  -0.482
107 H -9.739 -14.855 4.184  0.038
108 H -8.799 -13.776 3.318  0.409
109 H -10.313 -14.315 2.562  0.279
110 H -10.116 -10.716 7.339  0.368
111 H -11.524 -11.814 7.636  -0.048
112 H -11.674 -10.168 7.130  0.278

The value obtained for the HOMO-LUMO gap is 9.70 eV. The value obtained for the molecular weight is 858.75 g/mol. The SMILES is C[C@H]1COC(=O)O1.C[C@H]1COC(=O)O1.C[C@H]1COC(=O)O1.C[C@H]1COC(=O)O1.COC(=O)OC.COC(=O)OC.COC(=O)OC.COC(=O)OC.COC(=O)OC. The net charge is 0. The lowest unoccupied orbital energy is 0.1 eV.


[3]
# C31H55As2BrN3O2S2Si3Ti

A molecular structure, C31H55As2BrN3O2S2Si3Ti in a non-equilibrium geometry (wB97M-V/def2-TZVPD, the Open Molecules 2025 dataset).

Last column: Mulliken charge in e.
Atoms and positions in Å:
1 Ti 0.397 -0.713 -0.574  0.211
2 Br 2.367 5.984 5.294  -0.165
3 C 2.853 5.855 3.471  -0.042
4 C 3.862 4.986 3.105  -0.561
5 C 4.178 4.824 1.762  -0.143
6 C 3.517 5.568 0.787  0.190
7 C 2.565 6.498 1.187  -0.266
8 C 2.203 6.622 2.526  -0.562
9 N 3.954 5.566 -0.583  -0.662
10 N 4.237 4.536 -1.226  -0.251
11 C 3.622 3.256 -1.093  0.281
12 C 4.427 2.175 -1.456  -0.653
13 C 3.944 0.881 -1.545  -0.967
14 C 2.608 0.622 -1.270  0.779
15 O 2.015 -0.595 -1.405  -0.355
16 C 1.773 1.666 -0.888  -0.850
17 N 0.437 1.291 -0.655  0.870
18 C -0.477 2.315 -0.570  0.115
19 C -0.134 3.629 -0.707  -1.130
20 C 1.212 4.010 -0.849  -1.114
21 C 2.218 3.018 -0.878  0.803
22 H 4.410 4.455 3.873  0.486
23 H 5.000 4.186 1.458  0.491
24 H 2.101 7.129 0.431  0.449
25 H 1.441 7.332 2.827  0.461
26 H 5.469 2.389 -1.678  0.445
27 H 4.589 0.071 -1.868  0.443
28 H -1.490 2.029 -0.370  -0.443
29 H -0.914 4.381 -0.687  0.511
30 H 1.464 5.052 -0.990  0.787
31 C -3.311 1.639 -2.500  -0.971
32 Si -3.825 0.797 -0.932  0.976
33 C -3.785 1.991 0.488  -1.278
34 C -5.497 0.011 -1.064  -1.252
35 As -2.171 -0.877 -0.628  0.622
36 Si -2.689 -2.215 -2.534  0.696
37 C -1.304 -1.860 -3.754  -0.732
38 C -2.840 -4.002 -2.034  -0.685
39 C -4.257 -1.842 -3.440  -1.202
40 Si -2.970 -2.118 1.243  0.297
41 C -4.713 -2.665 0.962  -1.027
42 C -2.890 -0.917 2.649  -0.749
43 C -1.958 -3.628 1.600  -0.755
44 H -3.694 2.670 -2.531  0.458
45 H -3.694 1.110 -3.384  0.337
46 H -2.220 1.680 -2.577  0.164
47 H -4.813 2.261 0.775  0.376
48 H -3.256 2.915 0.217  0.423
49 H -3.291 1.560 1.368  0.196
50 H -6.109 0.541 -1.811  0.342
51 H -6.021 0.055 -0.099  0.446
52 H -5.423 -1.039 -1.365  0.192
53 H -0.376 -1.592 -3.288  -0.061
54 H -1.593 -1.011 -4.386  0.300
55 H -1.107 -2.717 -4.413  0.373
56 H -2.599 -4.667 -2.878  0.483
57 H -3.876 -4.202 -1.732  0.341
58 H -2.196 -4.258 -1.186  -0.240
59 H -4.435 -0.775 -3.605  0.271
60 H -5.128 -2.254 -2.911  0.365
61 H -4.195 -2.331 -4.424  0.408
62 H -5.412 -1.815 0.978  0.244
63 H -5.009 -3.371 1.753  0.409
64 H -4.816 -3.175 -0.008  0.171
65 H -3.768 -0.254 2.647  0.326
66 H -1.991 -0.309 2.579  -0.141
67 H -2.867 -1.450 3.611  0.429
68 H -2.242 -4.448 0.926  0.304
69 H -2.162 -3.951 2.633  0.542
70 H -0.891 -3.456 1.504  0.040
71 C 0.639 2.337 2.533  -0.529
72 As 1.697 0.762 2.681  0.812
73 C 3.516 1.024 2.161  -0.799
74 C 1.783 0.415 4.558  -1.244
75 S 0.912 -1.017 1.815  -0.627
76 H 0.978 2.948 1.702  -0.084
77 H 0.747 2.880 3.468  0.575
78 H -0.390 2.039 2.385  0.114
79 H 3.575 1.382 1.136  -0.066
80 H 3.991 0.055 2.241  0.445
81 H 3.981 1.727 2.844  0.434
82 H 2.189 1.288 5.068  0.440
83 H 2.416 -0.446 4.727  0.408
84 H 0.785 0.207 4.921  0.384
85 C 1.531 -6.563 -1.437  -1.241
86 C 1.099 -5.330 -0.641  -0.244
87 S 1.025 -3.883 -1.671  0.332
88 O 0.546 -2.782 -0.706  -0.523
89 C 2.773 -3.607 -1.930  -0.506
90 C 3.611 -3.580 -0.657  -1.296
91 H 1.527 -7.435 -0.785  0.400
92 H 2.543 -6.459 -1.842  0.310
93 H 0.847 -6.762 -2.268  0.321
94 H 1.759 -5.095 0.197  0.320
95 H 0.083 -5.424 -0.260  0.301
96 H 2.794 -2.652 -2.443  0.283
97 H 3.076 -4.385 -2.637  0.698
98 H 3.132 -2.982 0.110  0.205
99 H 4.577 -3.124 -0.878  0.421
100 H 3.801 -4.584 -0.268  0.355

The value obtained for the HOMO-LUMO gap (spin up / spin down) is 5.61 / 6.95 eV. The value obtained for the molecular weight is 927.81 g/mol. Its multiplicity is 3. Its expectation value of S² is 2.0626. The net charge is +1. The lowest unoccupied orbital energy (spin up / spin down) is -2.2 / -2.5 eV.